A molecular structure, C3H3O4Tm in a non-equilibrium geometry. Source: the Open Molecules 2025 dataset; level of theory: the ωB97M-V functional and the def2-TZVPD basis.

XYZ file:
```
11
Properties=species:S:1:pos:R:3
C 1.802 -0.427 0.669
C 1.138 -1.660 0.479
O -0.001 -1.975 0.966
H 2.574 0.028 -0.443
H 1.599 -2.370 -0.232
H 1.303 0.212 1.429
C 0.879 -0.162 4.887
O 1.590 0.453 5.552
O 0.175 -0.786 4.201
Tm -1.699 -1.207 2.294
O 3.162 -0.390 0.589
```

Its energy above the lowest of the compared OMol25 structures with the same formula, charge and spin is 84.03 kcal/mol. The calculation puts the max |F| at 4.2 eV/A. The calculation puts the LUMO energy (spin up / spin down) at -4.380 / -6.272 eV. The total charge is +1. Its spin multiplicity is 4. Its HOMO-LUMO gap (spin up / spin down) is 5.01 / 5.13 eV. Its expectation value of S² is 3.768. The molecular weight is 271.99 Da.